23
Properties=species:S:1:pos:R:3:forces:R:3:nbo_charge:R:1 method="wB97M-V/def2-TZVPD" total_energy_ev=-9558.07925 smiles=Cc1ccccc1.CC de_lowest_kcal_mol=48.5 homo_energy_ev=-8.6
C -0.678 -2.317 -0.096 3.7 0.7 1.0 -0.634
C -1.179 -0.955 -0.336 1.4 1.1 1.1 -0.002
C -0.951 0.080 0.670 -0.5 -1.8 -3.5 -0.228
C -1.133 1.404 0.290 0.8 0.6 2.7 -0.201
C -1.479 1.786 -0.960 -1.6 -3.5 -1.9 -0.234
C -1.947 0.686 -1.852 0.9 2.7 -0.4 -0.170
C -1.645 -0.638 -1.607 -2.3 0.8 0.0 -0.250
H 0.459 -2.493 -0.294 -1.8 0.8 0.0 0.213
H -1.127 -3.135 -0.490 -1.8 -2.0 -2.1 0.217
H -0.738 -2.546 0.918 0.0 -0.2 2.2 0.214
H -0.347 -0.136 1.518 -0.2 -0.4 0.9 0.216
H -0.953 2.154 1.115 0.1 -0.6 -1.3 0.209
H -1.312 2.789 -1.222 -0.7 1.2 -0.7 0.218
H -2.496 0.893 -2.808 0.9 0.2 0.9 0.209
H -2.075 -1.352 -2.369 1.0 0.4 1.2 0.222
C 3.979 0.671 1.764 1.9 -1.0 -0.6 -0.600
C 2.973 -0.247 1.247 -0.7 -1.6 -0.1 -0.603
H 4.573 1.011 0.884 0.0 0.1 1.2 0.205
H 3.597 1.428 2.345 -1.1 2.3 0.7 0.199
H 4.497 0.115 2.517 1.5 -0.3 0.1 0.199
H 2.508 -0.932 1.975 -0.4 0.8 -0.1 0.199
H 3.423 -0.926 0.566 0.7 -0.8 -0.7 0.198
H 2.346 0.312 0.623 -1.9 0.5 -0.6 0.204



53
Properties=species:S:1:pos:R:3:forces:R:3:nbo_charge:R:1 method="wB97M-V/def2-TZVPD" total_energy_ev=-33286.95922 charge=+1 homo_energy_ev=-10.2
C 1.285 -0.932 3.054 0.3 -1.7 -1.2 -0.319
C 2.392 -0.194 2.567 2.5 1.0 -2.2 0.224
N 3.289 0.352 2.024 -2.3 -1.1 1.8 -0.323
N 0.059 -0.358 2.574 -0.7 0.5 -0.5 -0.247
C -1.000 -1.198 2.326 0.5 0.6 0.1 0.059
C -2.189 -0.711 1.821 -0.1 0.0 0.2 -0.213
C -2.343 0.650 1.531 0.3 -0.3 0.4 -0.139
C -1.245 1.487 1.742 0.0 -0.2 0.2 -0.199
C -0.052 0.981 2.246 -0.4 -0.7 -0.1 0.036
H 1.317 -2.020 2.797 0.1 1.2 0.1 0.255
H -0.800 -2.255 2.501 -0.2 0.4 0.1 0.237
H -3.005 -1.419 1.681 0.2 0.2 -0.1 0.252
H -3.299 1.038 1.174 0.4 -0.1 0.0 0.250
H -1.307 2.552 1.528 0.1 -0.3 0.0 0.252
H 0.835 1.616 2.307 -0.3 -0.5 0.3 0.259
C 6.901 -1.663 4.494 0.1 0.1 -0.4 -0.409
N 5.593 -1.936 5.066 -0.6 -0.1 -0.3 -0.339
C 4.424 -1.523 4.503 -0.1 -0.3 1.3 0.055
C 3.330 -1.902 5.319 1.5 0.0 -1.2 -0.157
C 1.960 -1.489 5.100 -0.8 2.1 1.7 0.016
C 0.891 -2.158 5.776 -0.4 -0.6 -0.2 -0.232
C 0.821 -3.484 6.264 -0.5 1.0 0.3 0.092
N -0.285 -3.610 7.069 0.7 0.0 -0.9 -0.324
C -0.618 -4.794 7.851 0.1 -0.3 0.0 -0.409
C -0.998 -2.404 7.085 0.7 0.0 -0.2 0.125
C -0.307 -1.483 6.255 0.3 -0.5 0.9 -0.010
C -0.678 -0.144 6.290 -0.8 0.3 0.1 -0.212
C -1.770 0.228 7.088 0.2 0.0 -0.3 -0.215
C -2.458 -0.707 7.882 0.2 -0.6 -0.1 -0.195
C -2.070 -2.054 7.894 -0.3 0.6 -0.1 -0.232
C 3.932 -2.573 6.494 0.5 0.2 -0.5 -0.105
C 5.337 -2.601 6.261 -0.3 0.5 -0.5 0.212
C 6.278 -3.112 7.142 -0.2 -0.4 0.8 -0.256
C 5.815 -3.600 8.370 0.1 0.1 -0.7 -0.197
C 4.445 -3.545 8.657 -0.5 0.3 -0.3 -0.223
C 3.513 -2.996 7.755 0.2 -0.6 0.6 -0.201
H 7.684 -2.073 5.135 -0.2 0.1 -0.2 0.224
H 6.978 -2.107 3.493 0.0 0.0 0.3 0.220
H 7.049 -0.579 4.393 0.0 -0.3 0.1 0.221
H 4.466 -0.946 3.583 -0.1 -0.3 0.3 0.242
H 1.819 -0.383 5.034 0.3 -1.3 0.7 0.230
H 1.553 -4.290 6.155 -0.5 0.3 0.0 0.246
H -1.550 -4.597 8.391 0.3 -0.2 -0.2 0.225
H -0.747 -5.668 7.192 0.0 0.4 0.3 0.223
H 0.182 -5.015 8.579 -0.4 0.1 -0.3 0.222
H -0.126 0.588 5.702 -0.2 0.0 0.2 0.208
H -2.109 1.265 7.097 0.2 -0.3 0.0 0.226
H -3.285 -0.386 8.516 0.2 -0.1 -0.3 0.231
H -2.577 -2.810 8.493 0.1 0.4 0.0 0.225
H 7.333 -3.138 6.880 -0.2 0.1 0.2 0.224
H 6.516 -4.005 9.102 -0.2 0.1 -0.3 0.229
H 4.094 -3.944 9.611 0.0 0.3 -0.2 0.222
H 2.469 -2.903 8.048 0.2 -0.1 0.0 0.213



| no. | HOMO-LUMO gap (eV) |
| --- | --- |
| 1 | 9.59 |
| 2 | 6.10 |